Here is C17H22N2O2S in the gas phase from the Open Molecules 2025 dataset. Energies are from the ωB97M-V functional and the def2-TZVPD basis.

Properties
ΔE to the lowest compared entry with this formula, charge and spin: 0.0 kJ/mol
frontier orbital gap: 9.08 eV
total energy: -1319.25779 Ha
total charge: 0
LUMO: 0.0198 hartree

Each line ends with the natural charge from an NBO analysis.
CARTESIAN COORDINATES (ANGSTROEM)
1 C -0.6645 1.0033 -2.1526  -0.61
2 C -1.9994 0.9065 -1.4187  -0.22
3 C -2.1472 2.0380 -0.3974  -0.40
4 C -3.4816 1.9519 0.3370  -0.40
5 C -3.6237 0.5997 1.0284  -0.40
6 C -3.5125 -0.5277 0.0075  -0.40
7 C -2.1833 -0.4649 -0.7569  -0.05
8 N -1.0686 -0.7831 0.1165  -0.63
9 C -0.7432 -2.0572 0.4055  0.68
10 O -1.3388 -3.0159 -0.0344  -0.62
11 C 0.4708 -2.2149 1.3201  -0.50
12 C 1.6992 -2.5944 0.4842  -0.22
13 N 2.2088 -1.4753 -0.2793  -0.46
14 C 2.0017 -1.4063 -1.6255  0.55
15 O 1.4172 -2.1985 -2.3080  -0.59
16 S 2.7705 0.0882 -2.2640  0.29
17 C 3.3125 0.5288 -0.6599  -0.23
18 C 4.0350 1.6472 -0.2878  -0.20
19 C 4.3787 1.7974 1.0447  -0.23
20 C 4.0103 0.8408 1.9802  -0.19
21 C 3.2847 -0.2790 1.6110  -0.28
22 C 2.9263 -0.4349 0.2794  0.22
23 H 0.1614 1.0719 -1.4476  0.20
24 H -0.5074 0.1303 -2.7815  0.22
25 H -0.6392 1.8904 -2.7810  0.21
26 H -2.8057 1.0060 -2.1531  0.21
27 H -2.0695 2.9967 -0.9146  0.21
28 H -1.3308 1.9980 0.3295  0.18
29 H -3.5535 2.7582 1.0701  0.21
30 H -4.2968 2.0772 -0.3790  0.19
31 H -4.5879 0.5405 1.5366  0.21
32 H -2.8437 0.4898 1.7858  0.19
33 H -4.3301 -0.4508 -0.7112  0.20
34 H -3.5860 -1.4989 0.4988  0.23
35 H -2.1901 -1.2471 -1.5257  0.23
36 H -0.5855 -0.0176 0.5561  0.40
37 H 0.6599 -1.3050 1.8913  0.20
38 H 0.2622 -3.0349 2.0079  0.24
39 H 1.4172 -3.3737 -0.2289  0.26
40 H 2.5015 -2.9686 1.1273  0.21
41 H 4.3217 2.3764 -1.0278  0.22
42 H 4.9425 2.6629 1.3554  0.22
43 H 4.2932 0.9670 3.0139  0.22
44 H 3.0137 -1.0184 2.3478  0.22

Here is C17H22N2O3 in the gas phase from the Open Molecules 2025 dataset. Energies are from the ωB97M-V functional and the def2-TZVPD basis.

Properties
ΔE to the lowest compared entry with this formula, charge and spin: 106.1 kJ/mol
frontier orbital gap: 8.79 eV
total energy: -996.27263 Ha
total charge: 0
LUMO: 0.0263 hartree

Each line ends with the natural charge from an NBO analysis.
CARTESIAN COORDINATES (ANGSTROEM)
1 C -3.7957 -3.3453 -0.3063  -0.62
2 C -3.8027 -1.8519 -0.1761  -0.04
3 C -4.9999 -1.1682 -0.0073  -0.21
4 C -5.0129 0.2064 0.1376  -0.23
5 C -3.8270 0.9205 0.0900  0.26
6 C -2.6176 0.2533 -0.1338  0.10
7 C -2.6189 -1.1304 -0.2415  -0.18
8 N -1.4580 1.0265 -0.2880  -0.41
9 C -0.2217 0.4790 -0.8067  -0.32
10 C 0.6129 -0.0533 0.3708  0.68
11 O 0.0463 -0.4603 1.3687  -0.64
12 N 1.9560 -0.0457 0.2504  -0.44
13 C 2.7360 -0.3482 1.4408  -0.23
14 C 3.8970 -1.2808 1.1248  -0.40
15 C 4.7753 -0.6456 0.0546  -0.40
16 C 3.9238 -0.3752 -1.1798  -0.40
17 C 2.6931 0.4953 -0.8812  -0.03
18 C 3.0484 1.9668 -0.6469  -0.64
19 C -1.4071 2.3122 0.1411  0.67
20 O -0.4122 3.0032 0.0278  -0.62
21 C -2.6832 2.8191 0.7907  -0.15
22 O -3.8617 2.2831 0.2359  -0.48
23 H -2.7870 -3.7393 -0.2166  0.21
24 H -4.4180 -3.7979 0.4629  0.22
25 H -4.1973 -3.6408 -1.2759  0.22
26 H -5.9285 -1.7174 0.0320  0.21
27 H -5.9333 0.7469 0.2897  0.23
28 H -1.6868 -1.6605 -0.3495  0.21
29 H -0.4390 -0.3162 -1.5221  0.23
30 H 0.2828 1.3069 -1.3063  0.25
31 H 2.0529 -0.8022 2.1607  0.25
32 H 3.1175 0.5858 1.8689  0.19
33 H 4.4667 -1.4644 2.0365  0.21
34 H 3.5116 -2.2366 0.7644  0.20
35 H 5.2030 0.2844 0.4322  0.20
36 H 5.6007 -1.3096 -0.2076  0.21
37 H 4.5155 0.1186 -1.9519  0.21
38 H 3.5805 -1.3322 -1.5804  0.20
39 H 2.0526 0.4321 -1.7654  0.21
40 H 3.4731 2.3938 -1.5517  0.21
41 H 2.1551 2.5288 -0.3813  0.24
42 H 3.7712 2.0752 0.1561  0.20
43 H -2.7414 3.9028 0.6736  0.22
44 H -2.6219 2.5812 1.8662  0.20

Here is C17H22N2O3S as an isolated structure at a distorted geometry from the Open Molecules 2025 dataset. Energies are from the ωB97M-V functional and the def2-TZVPD basis.

Properties
ΔE to the lowest compared entry with this formula, charge and spin: 1747.7 kJ/mol
frontier orbital gap: 7.63 eV
total energy: -1393.79543 Ha
total charge: 0
LUMO: -0.0015 hartree

Each line ends with the natural charge from an NBO analysis.
CARTESIAN COORDINATES (ANGSTROEM)
1 C 5.9264 1.4859 -2.0001  -0.63
2 H 6.3905 0.5626 -2.5570  0.18
3 H 6.7573 2.3664 -2.2944  0.25
4 H 4.9872 1.7323 -2.5737  0.22
5 C 5.7186 1.1119 -0.7385  -0.23
6 N 4.6609 0.1714 -0.2741  -0.64
7 C 3.6794 0.2103 0.8050  0.47
8 N 2.9047 -0.6939 0.6387  -0.53
9 C 1.9101 -0.7588 1.7395  -0.27
10 C 0.5860 -0.5478 1.3126  -0.45
11 H -0.2322 -0.7208 2.0453  0.25
12 H 0.2794 0.6706 1.1746  0.22
13 C 0.3757 -1.3094 -0.1892  -0.32
14 C -1.0586 -1.5294 -0.1768  0.56
15 O -1.3466 -2.8149 -0.4273  -0.61
16 C -2.2189 -0.6245 -0.0584  -0.13
17 C -3.4075 -1.1974 0.1331  -0.23
18 C -4.5445 -0.2060 0.2120  0.39
19 C -4.1822 1.3138 -0.1953  0.21
20 C -3.0227 1.6985 -0.2692  -0.25
21 C -1.9810 0.7650 -0.4960  -0.23
22 H -1.0690 1.2461 -0.4681  0.21
23 H -2.8539 2.8172 -0.5206  0.24
24 O -5.3655 2.1670 0.0176  -0.52
25 C -6.5895 1.7030 -0.4365  -0.04
26 C -6.5852 0.3962 0.7872  -0.10
27 H -7.6462 -0.2732 0.7854  0.17
28 O -5.7132 -0.4741 0.4097  -0.47
29 H -6.5241 0.7091 1.9181  0.20
30 H -7.2606 2.2847 0.1283  0.21
31 H -6.7839 1.2694 -1.2564  0.17
32 H -3.6515 -2.1089 0.1354  0.22
33 C 1.3742 -2.2363 -0.2474  -0.44
34 H 1.1782 -3.1394 0.5014  0.25
35 H 1.1173 -2.8462 -1.2119  0.26
36 C 2.8121 -1.5232 -0.2315  -0.18
37 H 2.9919 -1.2608 -1.4168  0.24
38 H 3.4865 -2.5258 0.1477  0.18
39 H 0.5308 -0.3314 -0.8304  0.23
40 H 2.1268 0.0804 2.6850  0.33
41 H 2.1016 -1.8588 2.4398  0.21
42 S 3.5073 1.7476 1.8540  -0.40
43 H 4.8083 -0.6802 -0.7158  0.37
44 H 6.6033 0.8851 -0.0949  0.21
45 H 5.2223 2.2669 -0.1900  0.21

Here is C17H22N2O5 in the gas phase at a distorted geometry from the Open Molecules 2025 dataset. Energies are from the ωB97M-V functional and the def2-TZVPD basis.

Properties
ΔE to the lowest compared entry with this formula, charge and spin: 333.2 kJ/mol
frontier orbital gap: 9.16 eV
total energy: -1146.65429 Ha
total charge: 0
LUMO: 0.0268 hartree

Each line ends with the natural charge from an NBO analysis.
CARTESIAN COORDINATES (ANGSTROEM)
1 C -3.5393 -3.0513 0.8707  -0.64
2 C -3.6781 -2.7398 -0.6156  -0.06
3 O -2.4256 -2.4479 -1.2166  -0.50
4 C -1.6866 -1.3899 -0.7742  0.28
5 C -0.3282 -1.6394 -0.6227  -0.22
6 C 0.5472 -0.6348 -0.2492  -0.14
7 C 1.9829 -0.9821 -0.0874  0.68
8 O 2.3656 -2.0847 0.2358  -0.59
9 N 2.8417 0.0586 -0.3483  -0.61
10 C 4.2132 0.0161 -0.2639  0.31
11 C 5.0590 -1.0513 0.1374  -0.38
12 C 6.3110 -0.5202 0.0321  0.34
13 C 7.6562 -1.0868 0.2914  -0.66
14 O 6.2237 0.7528 -0.3925  -0.28
15 N 4.9182 1.0811 -0.5747  -0.19
16 C 0.0500 0.6408 0.0004  -0.31
17 C -1.2991 0.9219 -0.1549  0.32
18 O -1.8340 2.1650 0.0623  -0.53
19 C -0.9961 3.2754 0.3125  -0.06
20 C -0.2893 3.7783 -0.9425  -0.64
21 C -2.1949 -0.0944 -0.5530  0.19
22 O -3.5212 0.0866 -0.8236  -0.51
23 C -4.3173 1.0404 -0.1372  -0.06
24 C -4.3645 0.8059 1.3676  -0.64
25 H -3.1615 -2.1831 1.4070  0.21
26 H -4.5060 -3.3294 1.2822  0.21
27 H -2.8421 -3.8728 1.0173  0.21
28 H -4.0251 -3.6235 -1.1574  0.19
29 H -4.3890 -1.9243 -0.7747  0.19
30 H 0.0406 -2.6359 -0.8034  0.25
31 H 2.4754 0.9333 -0.6938  0.41
32 H 4.7562 -2.0288 0.4410  0.26
33 H 8.1899 -0.4700 1.0124  0.23
34 H 8.2381 -1.1057 -0.6289  0.23
35 H 7.5601 -2.0966 0.6773  0.23
36 H 0.7175 1.4131 0.3463  0.21
37 H -0.2776 3.0543 1.1111  0.17
38 H -1.6829 4.0432 0.6809  0.20
39 H 0.3124 4.6494 -0.6993  0.22
40 H 0.3541 3.0106 -1.3650  0.21
41 H -1.0251 4.0551 -1.6933  0.22
42 H -5.3111 0.8956 -0.5720  0.19
43 H -3.9826 2.0574 -0.3534  0.19
44 H -3.3758 0.9312 1.8021  0.21
45 H -4.7212 -0.1983 1.5857  0.21
46 H -5.0386 1.5251 1.8243  0.22

Here is C17H22N2S in the gas phase at a distorted geometry from the Open Molecules 2025 dataset. Energies are from the ωB97M-V functional and the def2-TZVPD basis.

Properties
ΔE to the lowest compared entry with this formula, charge and spin: 4.2 kJ/mol
frontier orbital gap: 9.04 eV
total energy: -1168.67097 Ha
total charge: 0
LUMO: 0.0267 hartree

Each line ends with the natural charge from an NBO analysis.
CARTESIAN COORDINATES (ANGSTROEM)
1 C -0.8550 6.0459 3.4460  -0.61
2 C -0.6403 4.8717 2.4957  -0.38
3 C -1.4919 4.9803 1.2426  -0.46
4 C -1.2929 3.7747 0.4144  0.10
5 N -1.7815 2.5925 0.7037  -0.45
6 C -1.2946 1.6719 -0.1986  0.12
7 C -1.6417 0.1943 -0.0440  -0.23
8 N -0.4491 -0.7289 -0.2319  -0.45
9 C 0.7214 -0.5228 0.6003  -0.22
10 C 1.5793 -1.7491 0.4003  -0.40
11 C 0.5894 -2.8686 0.0758  -0.27
12 C 0.9749 -3.7104 -1.0729  0.09
13 C 1.1133 -5.0833 -0.9697  -0.25
14 C 1.4966 -5.8147 -2.1197  -0.19
15 C 1.7527 -5.1895 -3.3620  -0.23
16 C 1.6007 -3.7978 -3.4759  -0.19
17 C 1.2223 -3.0692 -2.3254  -0.26
18 C -0.7781 -2.1735 -0.2526  -0.21
19 C -0.4539 2.1127 -1.1632  -0.46
20 S -0.2195 3.8101 -0.9871  0.39
21 H -1.9138 6.0639 3.7340  0.20
22 H -0.2977 5.9388 4.3554  0.21
23 H -0.5748 7.0372 3.0152  0.20
24 H 0.4106 4.8075 2.1849  0.20
25 H -0.8566 3.9099 2.9588  0.21
26 H -2.5450 5.1152 1.5175  0.23
27 H -1.2108 5.8922 0.6972  0.21
28 H -2.4047 -0.1012 -0.7650  0.21
29 H -2.0520 0.0237 0.9572  0.19
30 H 1.2717 0.3518 0.2604  0.20
31 H 0.4388 -0.4000 1.6531  0.16
32 H 2.0853 -2.0165 1.3341  0.22
33 H 2.2792 -1.5587 -0.3946  0.21
34 H 0.4360 -3.4851 0.9477  0.21
35 H 0.9146 -5.5510 -0.0188  0.21
36 H 1.5855 -6.8569 -2.0249  0.21
37 H 2.0436 -5.8117 -4.1888  0.21
38 H 1.7483 -3.2658 -4.4412  0.22
39 H 1.0527 -1.9811 -2.4101  0.22
40 H -1.5281 -2.3915 0.5459  0.17
41 H -1.0976 -2.4954 -1.2482  0.21
42 H 0.0629 1.4283 -1.8457  0.26

- Among the records above, which one has the lowest frontier orbital gap?
  C17H22N2O3S

- What is the total charge in the first record?
  0

- What is the formula in the first record?
  C17H22N2O2S